Formula: C6H8O2
Source: the OMol25 dataset
Level of theory: ωB97M-V/def2-TZVPD

```
! wB97M-V def2-TZVPD RIJCOSX def2/J DEFGRID3
* xyz 0 1
C -2.423 0.177 0.678
C -1.151 -0.158 -0.153
C 0.018 -0.995 0.263
C -0.103 0.925 0.452
C 1.235 0.767 -0.464
C 1.316 -0.501 -0.520
H -3.006 1.015 0.339
H -1.940 0.420 1.843
H -3.029 -1.011 1.056
H -1.255 -0.059 -1.196
H -0.013 -2.093 0.534
H -0.152 1.998 1.117
H 2.286 1.342 -0.518
H 2.026 -1.383 -0.734
O 0.420 -0.284 1.281
O 1.046 0.094 -1.778
*
```

The value obtained for the total energy is -10438.1415 eV. The calculation puts the lowest unoccupied orbital energy at 0.0342 Eh. The energy above the lowest of the compared OMol25 structures with the same formula, charge and spin is 8.5849 eV. The value obtained for the HOMO-LUMO gap is 9.95 eV.

Atomic partial charges in e from the Löwdin method, atoms 1 to 2:
1 C -0.074
2 C -0.200